1.
# C4H7NO

The molecule C4H7NO (ωB97M-V/def2-TZVPD, OMol25).

Each line ends with the Löwdin charge.
Atoms and positions in Å:
H -0.8259 1.7779 0.4383  0.093
H -1.7265 -0.7292 1.4225  0.091
O 2.6123 0.4978 0.6173  0.040
C -0.2697 1.2353 -0.3345  -0.025
C -0.1900 -0.2252 0.0317  -0.372
H 2.7503 -0.9286 -0.8142  0.122
C 2.1471 -0.3896 -0.0627  -0.350
C -1.4957 -0.8960 0.3635  -0.040
H -2.3214 -0.4781 -0.2186  0.078
N 0.8720 -0.9257 0.0728  0.123
H -1.4260 -1.9714 0.1967  0.080
H -0.8384 1.3367 -1.2660  0.089
H 0.7120 1.6961 -0.4468  0.071

Output
* frontier orbital gap: 10.608 eV
* SMILES: CC(C)=NC=O
* spin multiplicity: 1
* E_tot: -7798.668 eV

---

2.
# C4H7NO

The molecule C4H7NO (ωB97M-V/def2-TZVPD, OMol25).

Each line ends with the Löwdin charge.
Atoms and positions in Å:
O -1.9458 0.4746 0.0558  -0.028
H 0.6160 -0.9133 -1.6104  0.119
H 1.1068 1.7652 0.2889  0.105
H 0.0618 1.1358 1.5846  0.123
C 1.1437 -0.4454 0.5817  -0.222
N 0.3600 -1.4619 0.6157  0.020
C 0.4617 0.9349 0.5791  -0.087
H -0.7335 -1.6971 -0.8061  0.110
H -0.6640 1.2774 -1.2838  0.147
C -0.0960 -0.8354 -0.7671  -0.141
C -0.6404 0.5707 -0.4457  -0.364
H -1.8988 -0.2367 0.7124  0.096
H 2.2286 -0.5689 0.4948  0.122

Output
* frontier orbital gap: 8.918 eV
* spin multiplicity: 1
* E_tot: -7795.108 eV

---

3.
# C4H7NO

The molecule C4H7NO (ωB97M-V/def2-TZVPD, OMol25).

Each line ends with the Löwdin charge.
Atoms and positions in Å:
C 0.2383 0.2902 0.8423  -0.421
H 0.2545 -2.3182 0.0099  0.109
N -0.5691 -0.7524 -1.2941  0.034
H -1.3775 -0.8295 -0.6760  0.095
C -0.4543 1.6337 0.8537  -0.011
C 0.4852 -1.6575 -0.8220  -0.131
O 0.4265 -0.3656 1.8440  0.093
H -1.4345 1.5384 0.3669  0.089
H 1.2303 0.4206 -1.1299  0.142
H 1.1057 -2.0895 -1.6036  0.103
H -0.5934 1.9830 1.8772  0.084
H 0.1172 2.3633 0.2703  0.087
C 0.5712 -0.2164 -0.5388  -0.273

Output
* frontier orbital gap: 10.628 eV
* SMILES: CC(=O)[C@H]1CN1
* spin multiplicity: 1
* E_tot: -7797.745 eV

---

4.
# C4H7NO

A structure of composition C4H7NO (ωB97M-V/def2-TZVPD, OMol25).

Each line ends with the Löwdin charge.
Atoms and positions in Å:
H -0.0035 0.1376 -1.8911  0.112
H -1.9565 0.2229 0.2609  0.117
H 1.3715 -2.0932 0.4635  0.063
O -0.6272 -1.6509 -0.8231  -0.049
N 0.9351 -1.2688 0.8881  0.117
C -0.0094 1.2238 0.0475  -0.180
C -0.9617 0.2051 0.7077  -0.100
H -0.4899 2.0912 -0.4157  0.118
H 1.6195 0.0671 -1.0285  0.113
C 0.5597 0.2847 -0.9787  0.161
H 0.7686 1.5354 0.7456  0.118
H -1.0070 0.3052 1.7918  0.112
C -0.1994 -1.0603 0.2322  -0.702

Output
* frontier orbital gap (spin up / spin down): 7.291 / 7.512 eV
* spin multiplicity: 1
* E_tot: -7794.784 eV

---

5.
# C4H7NO

The molecule C4H7NO (ωB97M-V/def2-TZVPD, OMol25).

Each line ends with the Löwdin charge.
Atoms and positions in Å:
C -1.6964 -0.0274 0.5251  -0.070
H -0.4827 -1.8622 0.4803  0.129
C -0.5171 -0.8510 0.0672  -0.324
H -1.7576 0.0441 1.6176  0.072
C 0.2201 -0.5160 -1.2229  -0.077
H -1.6367 0.9762 0.0921  0.080
O 2.1395 1.3941 -0.5901  0.069
H 1.7035 1.1176 1.4046  0.149
H -2.6190 -0.4964 0.1656  0.078
C 1.5347 0.7613 0.3934  -0.189
H 0.7149 -1.4102 -1.6251  0.052
N 0.7898 -0.2305 0.0809  -0.077
H 1.6070 1.1005 -1.3887  0.108

Output
* frontier orbital gap: 8.529 eV
* spin multiplicity: 1
* E_tot: -7795.232 eV

---

6.
# C4H7NO

The molecule C4H7NO (ωB97M-V/def2-TZVPD, OMol25).

Each line ends with the Löwdin charge.
Atoms and positions in Å:
H 1.4636 -0.5572 -0.0873  0.141
H -0.1981 1.5405 1.3818  0.075
C -0.6787 -0.4073 -1.7680  -0.233
C 0.7470 1.1495 0.9876  -0.062
H -1.0959 -0.4700 -2.7699  0.134
H -0.3661 -1.8122 0.9571  0.126
H -1.4395 -0.3848 0.8795  0.124
O -1.1320 -1.3566 -0.9149  -0.048
N 0.1773 0.4359 -1.3648  0.099
C 0.5244 0.0074 0.0048  -0.382
H 1.2714 1.9687 0.4900  0.076
C -0.6333 -0.9329 0.3698  -0.126
H 1.3599 0.8188 1.8345  0.077

Output
* frontier orbital gap: 10.691 eV
* SMILES: C[C@H]1COC=N1
* spin multiplicity: 1
* E_tot: -7798.574 eV

---

7.
# C4H7NO

The molecule C4H7NO (ωB97M-V/def2-TZVPD, OMol25).

Each line ends with the Löwdin charge.
Atoms and positions in Å:
H 0.6047 -0.3509 1.9105  0.116
O -0.6381 -1.7141 -0.5750  0.029
C -1.6537 -0.1766 0.2560  0.206
H 1.8201 -0.5929 0.6116  0.118
N 0.8111 1.2604 0.3790  -0.011
H -1.2308 -1.6257 -1.3394  0.111
H 1.2915 0.4604 -1.5275  0.116
H -0.0540 1.6611 0.7665  0.094
C 0.8433 -0.1642 0.8595  -0.132
C -0.2433 -0.4025 -0.1663  -0.655
C 0.3926 0.7294 -0.9606  -0.133
H -0.2637 1.3764 -1.5465  0.115
H -1.6796 -0.4609 1.3322  0.027

Output
* frontier orbital gap: 8.825 eV
* spin multiplicity: 1
* E_tot: -7793.460 eV

---

8.
# C4H7NO

The molecule C4H7NO (ωB97M-V/def2-TZVPD, OMol25).

Each line ends with the Löwdin charge.
Atoms and positions in Å:
H -0.8825 0.7973 1.3159  0.075
H 0.6037 -0.6500 -2.3942  0.111
C -0.1547 -0.7963 -0.2653  -0.265
H -0.2959 -1.8744 -0.2703  0.128
H -2.0341 0.0802 0.2593  0.077
C -1.1131 -0.1405 0.7857  -0.055
H 0.0542 0.9378 -1.6466  0.110
N 1.2356 -0.3314 -0.3545  -0.014
H 1.3626 0.3319 1.5874  0.144
O 0.9548 1.8824 0.3176  0.057
C 1.1977 0.7316 0.5737  -0.368
H -1.2784 -0.8731 1.5788  0.077
C 0.3502 -0.0955 -1.4876  -0.078

Output
* frontier orbital gap: 11.047 eV
* SMILES: C[C@H]1CN1C=O
* spin multiplicity: 1
* E_tot: -7797.240 eV

---

9.
# C4H7NO

The molecule C4H7NO (ωB97M-V/def2-TZVPD, OMol25).

Each line ends with the Löwdin charge.
Atoms and positions in Å:
H -1.2660 -1.2260 1.2170  0.136
C 0.7126 -0.1309 1.1219  -0.161
N -0.4027 -1.3694 -0.7754  0.072
H -0.2368 2.0411 -0.3795  0.124
H 0.5662 1.2534 -1.7619  0.126
C 0.1733 1.0896 -0.7526  -0.161
C -0.8775 0.0012 -0.6553  -0.243
H -1.8967 0.2002 -0.9744  0.136
C -0.5304 -0.7839 0.5510  -0.243
H 0.4419 0.5059 1.9786  0.124
H 1.4885 -0.8339 1.4437  0.126
O 1.2523 0.6338 0.0522  -0.138
H 0.5739 -1.3823 -1.0652  0.104

Output
* frontier orbital gap: 10.670 eV
* SMILES: C1OC[C@H]2N[C@@H]12
* spin multiplicity: 1
* E_tot: -7797.638 eV

---

10.
# C4H7NO

The molecule C4H7NO (ωB97M-V/def2-TZVPD, OMol25).

Each line ends with the Löwdin charge.
Atoms and positions in Å:
H -1.8475 -1.0235 -0.6194  0.121
H -1.4279 1.5221 -0.0806  0.142
H -1.7724 -0.8317 1.1599  0.124
C -0.7264 0.7014 0.0182  -0.286
O -0.0555 -1.5288 0.2932  -0.126
H 1.5236 -1.1194 -0.9054  0.130
C 0.6573 0.8153 0.5107  -0.074
C 1.1451 -0.8301 0.1252  -0.137
H 0.5548 1.5053 -1.5123  0.091
N 0.3440 0.7250 -0.9394  -0.044
C -1.2153 -0.7125 0.2194  -0.156
H 0.9159 1.8461 0.8943  0.137
H 1.9044 -1.0692 0.8362  0.077

Output
* frontier orbital gap: 9.316 eV
* SMILES: C1OC[C@H]2N[C@@H]12
* spin multiplicity: 1
* E_tot: -7794.451 eV

---

11.
# C4H7NO

The molecule C4H7NO (ωB97M-V/def2-TZVPD, OMol25).

Each line ends with the Löwdin charge.
Atoms and positions in Å:
N 1.7669 0.3378 -0.1327  0.034
H -0.5282 1.6897 1.1552  0.123
C -0.2402 1.5695 0.0092  -0.088
C 0.4558 0.2530 -0.1417  -0.360
H 3.3575 -0.8575 -0.1371  0.101
O 2.4127 -0.9308 0.1498  -0.110
H -2.2862 -2.0242 0.2918  0.090
H -1.1397 1.7186 -0.6150  0.069
H -2.4994 -0.2211 0.1003  0.076
H 0.2715 -1.8961 -0.3531  0.099
C -0.3897 -1.0248 -0.2006  -0.117
C -1.7045 -1.0304 0.0334  -0.013
H 0.5233 2.4165 -0.1595  0.096

Output
* frontier orbital gap: 9.633 eV
* SMILES: C=C/C(C)=N\O
* spin multiplicity: 1
* E_tot: -7795.921 eV

---

12.
# C4H7NO

The molecule C4H7NO (ωB97M-V/def2-TZVPD, OMol25).

Each line ends with the Löwdin charge.
Atoms and positions in Å:
N -1.3250 -0.3038 -2.2618  0.171
C -1.2589 0.0439 -1.1610  -0.153
H -0.4337 -1.4120 -0.2094  0.151
C -0.7959 -0.4422 0.1570  -0.428
H 1.7771 -0.4362 -0.8046  0.082
H -2.6713 -0.3757 0.7051  0.099
H 2.4148 0.8755 0.1994  0.074
H 0.7493 -0.3979 1.5355  0.120
H 1.2093 1.2188 -1.0526  0.075
O -1.8256 -0.6280 1.0910  -0.002
C 1.5128 0.4948 -0.2878  -0.102
H 0.1094 1.2160 1.2128  0.120
C 0.4061 0.2739 0.7422  -0.205

Output
* frontier orbital gap: 11.205 eV
* SMILES: CC[C@@H](O)C#N
* spin multiplicity: 1
* E_tot: -7797.864 eV

---

13.
# C4H7NO

The molecule C4H7NO (ωB97M-V/def2-TZVPD, OMol25).

Each line ends with the Löwdin charge.
Atoms and positions in Å:
C -0.1733 0.1492 -0.4151  -0.357
N -0.9626 1.1143 0.5066  0.110
O -1.0124 -1.0177 1.3619  -0.066
H 1.0521 -0.9125 1.0761  0.132
H -0.9454 -0.1948 -1.1172  0.140
H 0.2156 -1.8477 -0.2023  0.132
H 2.0119 0.3582 -0.6762  0.075
H -2.1127 0.5035 2.2262  0.136
H 0.9977 1.6961 -1.2512  0.069
C 1.0701 0.6178 -1.1833  -0.053
C -1.4166 0.3232 1.3930  -0.211
H 1.1545 0.2184 -2.2078  0.080
C 0.1211 -1.0080 0.4893  -0.187

Output
* frontier orbital gap: 10.917 eV
* SMILES: C[C@H]1COC=N1
* spin multiplicity: 1
* E_tot: -7798.114 eV

---

14.
# C4H7NO

A cluster of 2 separate species, C4H7NO in total (ωB97M-V/def2-TZVPD, OMol25).

Each line ends with the Löwdin charge.
Atoms and positions in Å:
H -1.4303 -0.0982 1.0408  0.090
C 0.3385 1.1267 1.5904  -0.121
H 2.3196 1.8108 1.1541  0.138
H -0.3494 0.0075 -1.4637  0.087
C 0.0084 0.4107 -0.5314  -0.119
N 1.4830 1.3659 0.8302  0.001
O -1.6615 -2.6445 -1.2789  -0.072
H 0.2553 1.5437 2.5784  0.097
C 1.2153 1.0616 -0.4593  -0.170
H 1.7641 1.4061 -1.3238  0.106
C -0.5447 0.4549 0.7673  -0.115
H -2.4375 -3.2254 -1.2702  0.036
H -0.9609 -3.2198 -1.6338  0.043

Output
* frontier orbital gap: 8.874 eV
* SMILES: c1cc[nH]c1.O
* spin multiplicity: 1
* E_tot: -7798.380 eV

---

15.
# C4H7NO

A structure of composition C4H7NO (ωB97M-V/def2-TZVPD, OMol25).

Each line ends with the Löwdin charge.
Atoms and positions in Å:
H -1.5849 0.7421 0.7913  0.117
H -0.9860 -1.6075 1.1389  0.118
O 0.7670 -0.5313 1.3162  -0.094
C -0.3358 -0.9945 0.5148  -0.240
N 1.9931 0.2145 -1.7442  0.119
H -1.8370 -0.1353 -0.7197  0.117
C -0.0311 1.1941 -0.5563  -0.188
H 0.9516 0.7749 0.3793  0.230
H 0.0646 -1.5967 -0.3083  0.122
H -0.4095 2.2047 -0.8201  0.122
H 1.4314 -1.2315 1.3451  0.116
C 1.0138 0.7111 -1.3695  -0.343
C -1.0688 0.2265 -0.0283  -0.196

Output
* frontier orbital gap: 9.987 eV
* spin multiplicity: 1
* E_tot: -7796.444 eV

---

16.
# C4H7NO

The molecule C4H7NO (ωB97M-V/def2-TZVPD, OMol25).

Each line ends with the Löwdin charge.
Atoms and positions in Å:
O 2.8865 0.2911 0.2336  0.112
H 0.4022 1.6491 -0.7590  0.127
C 0.5067 1.1242 0.2059  -0.089
H -1.5284 -0.4844 -1.3424  0.081
H 0.4692 1.8509 1.0236  0.120
C 1.6975 0.1703 0.2002  -0.360
H -2.1746 0.7569 -0.2252  0.084
H -2.2328 -0.9414 0.2140  0.079
C -1.6175 -0.1850 -0.2828  -0.101
N -0.3518 -0.0545 0.4040  -0.208
H 0.7237 -1.4550 -0.8787  0.126
H 0.8764 -1.8002 0.8684  0.120
C 0.7344 -1.0064 0.1292  -0.092

Output
* frontier orbital gap: 9.970 eV
* SMILES: CN1CC(=O)C1
* spin multiplicity: 1
* E_tot: -7797.631 eV

---

17.
# C4H7NO

The molecule C4H7NO (ωB97M-V/def2-TZVPD, OMol25).

Each line ends with the Löwdin charge.
Atoms and positions in Å:
C -1.5893 -0.0738 -0.3475  -0.049
H -0.4783 -0.4572 1.4745  0.148
C 1.6889 0.3959 0.0266  -0.051
C -0.3129 -0.0721 0.4602  -0.226
H -2.2414 0.7007 0.0712  0.092
N 0.8789 -0.8295 -0.1552  0.034
H 1.1348 -1.6759 0.3648  0.159
C 0.6230 1.1872 0.4466  -0.497
H -2.1324 -1.0273 -0.3168  0.076
H -1.3934 0.2007 -1.3891  0.087
H 2.7354 0.4145 -0.2402  0.081
H 0.7388 -1.1080 -1.1269  0.155
O 0.3478 2.3448 0.7317  -0.009

Output
* frontier orbital gap: 7.975 eV
* SMILES: C[C@H]1[NH2+]C=C1[O-]
* spin multiplicity: 1
* E_tot: -7796.739 eV

---

18.
# C4H7NO

A cluster of 2 separate species, C4H7NO in total (ωB97M-V/def2-TZVPD, OMol25).

Each line ends with the Löwdin charge.
Atoms and positions in Å:
C -0.6249 1.3444 0.2519  -0.115
H 1.8730 -1.8161 0.2193  0.056
H 1.2541 -2.1140 0.5113  0.068
H -0.1114 -1.5507 -0.9670  0.095
H -0.8413 2.1075 -0.5015  0.110
H -0.6027 1.8008 1.2444  0.108
C 0.5198 0.4523 -0.1520  -0.294
C -1.5067 0.0707 0.0489  -0.144
H -2.3338 0.1341 -0.6620  0.107
N 1.9040 0.6989 -0.0372  0.000
O 2.6117 -0.1859 -0.4888  -0.076
C -0.2622 -0.6039 -0.4635  -0.029
H -1.8794 -0.3382 0.9962  0.115

Output
* frontier orbital gap (spin up / spin down): 8.367 / 8.368 eV
* SMILES: O=NC1=CCC1.[H][H]
* spin multiplicity: 1
* E_tot: -7793.872 eV

---

19.
# C4H7NO2

A structure of composition C4H7NO2 (ωB97M-V/def2-TZVPD, OMol25).

Each line ends with the Löwdin charge.
Atoms and positions in Å:
H -0.6702 -0.9219 1.7203  0.082
H 2.8422 -0.1323 0.1591  0.131
O -1.2755 -0.2045 1.4547  -0.082
N 1.1436 -1.1566 -0.3565  0.050
H -0.6227 0.7796 1.3932  0.138
H -0.3730 2.3448 -0.1829  0.112
H -0.2168 -0.8574 -1.9200  0.132
O 1.3309 1.1683 -0.0501  -0.042
H -1.9374 0.4058 -0.5300  0.136
C -0.9044 0.2221 -0.2482  -0.145
C -0.0857 1.3397 0.1033  -0.179
C -0.2236 -0.9922 -0.8275  -0.196
C 1.7817 -0.0876 -0.0862  -0.252
H -0.7893 -1.9079 -0.6291  0.115

Output
* frontier orbital gap: 8.918 eV
* spin multiplicity: 1
* E_tot: -9842.706 eV

---

20.
# C4H7NO2

A structure of composition C4H7NO2 (ωB97M-V/def2-TZVPD, OMol25).

Each line ends with the Löwdin charge.
Atoms and positions in Å:
N 1.3981 0.0981 -1.8340  0.276
H -0.1206 2.1315 1.1734  0.097
C -0.8576 1.3988 0.8320  0.016
C 0.8150 0.5116 -0.8011  -0.474
H 0.0611 -2.1581 -1.8995  0.045
C -0.1625 0.1900 0.2610  -0.428
H -0.2854 -1.0666 2.0670  0.125
H -1.4876 1.1009 1.6733  0.095
H 0.9239 -1.6746 0.8036  0.126
O -0.9324 -0.9764 0.0406  -0.021
H -1.4866 1.8696 0.0707  0.100
C 0.0720 -1.0377 1.0381  -0.058
O 1.5363 1.5859 -0.9742  0.053
H 0.5264 -1.9730 -2.4510  0.049

Output
* frontier orbital gap: 10.171 eV
* spin multiplicity: 1
* E_tot: -9841.087 eV